Molecular formula: C8H12NP
Method: DFT, the ωB97M-V functional and the def2-TZVPD basis

- Energy: -707.93087 a.u.
- LUMO energy: 0.916 eV

ORCA input file:
```
! RIJCOSX wB97M-V def2-TZVPD def2/J DEFGRID3
* xyz 0 1
C 0.168 -2.738 1.973
H 0.800 0.442 1.430
P 2.254 -1.189 -1.032
H -0.690 0.021 2.432
N 0.946 -0.038 -0.914
C -1.060 -0.050 0.245
C -0.183 -0.204 1.515
H -0.937 -0.240 -1.834
H -0.001 2.500 -1.557
H 3.121 -0.247 -0.910
C -0.413 -0.673 -0.975
H -1.855 2.015 0.688
C -1.369 1.426 -0.123
H -2.215 1.453 -0.874
C -0.019 2.119 -0.555
H -0.519 -1.698 -0.974
C 1.199 1.249 -0.723
C 0.056 -1.578 1.771
H 0.262 -3.806 2.154
H 0.314 2.833 0.100
H 2.226 -1.258 -2.375
H -2.084 -0.340 0.539
*
```